A structure of composition C35H52BrN3OP2Zr, computed with ωB97M-V/def2-TZVPD.

The relative energy (zero: lowest compared OMol25 entry of this formula, charge and spin) comes out at 90.7 kcal per mole. As for the total charge: +4.

XYZ file:
```
95
Properties=species:S:1:pos:R:3:mulliken_charge:R:1
C 3.0488 4.6502 -1.8145 -0.21
C 1.8078 4.0527 -2.1940 0.51
C 1.6449 3.8483 -3.5872 -0.39
C 2.6661 4.2430 -4.4835 -0.45
N 3.7558 4.9002 -4.1027 -0.45
C 3.9541 5.0716 -2.7952 -0.45
C 0.7562 3.6734 -1.2534 -0.31
C -0.1573 3.7198 -0.4133 -0.01
C -1.3758 3.0591 0.0443 0.57
C -1.1664 2.0519 1.0230 0.35
C -2.3251 1.2223 1.3237 -0.73
C -3.1574 1.1393 0.2001 -0.17
C -3.5456 2.1068 -0.6874 -0.73
C -2.6619 3.2053 -0.5516 -0.72
Zr -1.7691 -0.4832 -0.0612 -0.28
P 0.9241 -0.4039 -1.0214 1.77
H 0.7560 3.3610 -4.0044 0.44
H 3.3047 4.8270 -0.7681 0.48
H 2.5972 4.0461 -5.5543 0.41
H 4.8665 5.6091 -2.5240 0.41
H -2.9628 4.0703 -1.1092 0.55
H -0.2610 2.0735 1.7041 0.73
H -4.3818 2.0045 -1.3957 0.59
H -2.5159 0.8574 2.3539 0.71
C 1.7934 -2.0693 -0.8561 -0.76
C 3.0344 -2.4502 -1.6798 -1.59
H 1.0225 -2.8359 -1.0305 0.57
H 2.0786 -2.1668 0.2024 0.56
H 3.3310 -3.4959 -1.4783 0.46
H 2.8808 -2.3847 -2.7615 0.32
H 3.9157 -1.8379 -1.4475 0.32
C 1.3223 0.0588 -2.7663 0.06
C 2.7288 0.4467 -3.2396 -1.53
H 0.6514 0.9029 -2.9775 0.28
H 0.9936 -0.7709 -3.4074 0.28
H 2.7387 0.6255 -4.3292 0.45
H 3.0952 1.3687 -2.7818 0.19
H 3.4879 -0.3205 -3.0512 0.30
C 2.1333 0.6983 -0.1378 1.15
C 3.6339 0.3874 -0.0877 -1.75
H 1.7952 0.7385 0.9001 -0.37
H 1.9899 1.7118 -0.5345 -0.45
H 4.1673 1.1345 0.5256 0.46
H 3.8566 -0.5907 0.3481 0.41
H 4.1041 0.4057 -1.0748 0.32
Br -4.2217 -1.2206 -0.0248 -0.08
P -2.2416 -1.8082 -2.7146 1.47
C -1.0223 -2.5612 -3.8302 -0.47
C -1.4420 -3.9279 -4.3861 -1.33
H -0.0791 -2.6595 -3.2622 0.21
H -0.8252 -1.8515 -4.6461 0.59
H -0.6185 -4.3226 -4.9967 0.45
H -1.6261 -4.6390 -3.5686 0.31
H -2.3338 -3.8812 -5.0327 0.30
C -3.2739 -3.2033 -2.0618 -0.73
C -4.6437 -3.3578 -2.7013 -1.51
H -3.4758 -2.9827 -0.9891 0.35
H -2.7034 -4.1455 -2.0195 0.50
H -5.2391 -4.0565 -2.0981 0.45
H -5.2135 -2.4184 -2.7575 0.33
H -4.5796 -3.7971 -3.7026 0.33
C -3.1873 -0.5920 -3.7180 -0.65
C -3.5174 -0.9455 -5.1771 -1.29
H -2.5771 0.3281 -3.7287 0.43
H -4.0990 -0.3273 -3.1492 0.37
H -4.0642 -0.1034 -5.6236 0.42
H -2.6588 -1.1157 -5.8455 0.34
H -4.1778 -1.8179 -5.2398 0.30
C 2.1899 2.2301 6.6659 -1.05
C 0.8263 1.6574 6.9614 -0.63
N 0.4895 0.4543 6.1552 0.23
C 0.8951 -0.8381 6.7498 -0.76
C -0.1212 -1.2971 7.7855 -1.26
C 0.1972 0.6439 4.8296 0.37
O 0.0740 1.7932 4.3789 -0.69
C -0.0218 -0.5203 3.8812 -0.42
C -0.6650 -1.7252 4.1959 -0.03
C -1.1018 -2.5513 3.1710 -1.28
C -1.0283 -2.1357 1.8452 0.16
N -0.3075 -0.9979 1.5551 0.25
C 0.2942 -0.2913 2.5562 -0.44
H 2.9684 1.4636 6.6592 0.30
H 2.4699 2.9765 7.4098 0.39
H 2.1695 2.7302 5.6994 0.29
H 0.7723 1.3514 8.0064 0.40
H 0.0550 2.4100 6.7728 0.35
H 1.0497 -1.5776 5.9558 0.55
H 1.8792 -0.7207 7.2199 0.39
H -1.1282 -0.9568 7.5154 0.34
H -0.1188 -2.3891 7.8217 0.39
H 0.1169 -0.9259 8.7906 0.40
H -0.8055 -2.0239 5.2290 0.57
H -1.5007 -3.5339 3.3987 0.49
H -1.3327 -2.8243 1.0302 0.58
H 0.9484 0.5431 2.3714 0.71
```


A structure of composition C35H52HfO2P4, computed with ωB97M-V/def2-TZVPD.

As for the total charge: +4.

XYZ file:
```
94
Properties=species:S:1:pos:R:3:mulliken_charge:R:1
Hf 0.4265 0.4025 -0.9707 0.53
P 2.4793 1.3203 0.3144 0.39
P -0.7772 2.5437 -1.6286 1.03
P 2.4641 -0.2690 -2.5922 0.75
H -1.3663 -3.4358 -0.8960 0.37
C -0.4889 -4.0764 -1.0678 -0.50
C 0.2521 -4.5082 -0.0432 -0.56
H -0.1537 -4.6227 0.9748 0.28
C 2.0753 1.7240 2.0558 -1.01
C 3.0354 2.9596 -0.2822 -1.08
C 3.9318 0.2276 0.6360 -1.07
C -2.5033 2.2904 -2.1949 -1.69
C -1.0816 3.7355 -0.2733 -1.05
C -0.0328 3.4445 -3.0483 -1.35
C 3.2602 -1.8845 -2.2359 -1.23
C 3.8912 0.9012 -2.7582 -1.45
C 2.2132 -0.4000 -4.4211 -1.22
H -0.2474 -4.3125 -2.1133 0.31
H 1.2554 -4.9363 -0.1874 0.31
H 1.9079 0.7965 2.6305 -0.02
H 1.1674 2.3416 2.0970 0.32
H 2.9158 2.2865 2.4964 0.78
H 2.1474 3.5769 -0.4916 0.21
H 3.6327 2.8718 -1.1947 0.35
H 3.6242 3.4277 0.5179 0.51
H 3.5763 -0.6849 1.1412 0.09
H 4.6279 0.7569 1.3088 0.53
H 4.4472 -0.0620 -0.2880 0.41
H -2.5480 2.4321 -3.2836 0.58
H -3.1969 2.9804 -1.6920 0.63
H -2.8145 1.2595 -1.9640 0.34
H -1.9612 4.3506 -0.5215 0.58
H -0.1948 4.3551 -0.1119 0.47
H -1.3033 3.1738 0.6521 0.17
H -0.7415 4.1929 -3.4403 0.48
H 0.2148 2.7238 -3.8471 0.40
H 0.9038 3.9273 -2.7260 0.41
H 4.0062 -2.1408 -3.0031 0.51
H 2.4945 -2.6693 -2.2194 0.28
H 3.7533 -1.8758 -1.2582 0.34
H 4.5642 0.5532 -3.5560 0.54
H 4.4627 1.0110 -1.8308 0.44
H 3.4930 1.8821 -3.0535 0.44
H 3.1967 -0.3502 -4.9173 0.59
H 1.5910 0.4427 -4.7595 0.35
H 1.6984 -1.3355 -4.6974 0.35
C -1.0872 -1.0564 -3.6117 1.18
C -1.9053 -0.2061 -4.3246 -0.44
C -2.3701 -0.6364 -5.5733 -0.57
C -1.8886 -1.8217 -6.1335 -0.82
C -0.9524 -2.5968 -5.4247 -0.84
C -0.5658 -2.2475 -4.1181 -0.72
O -0.8835 -0.7339 -2.2414 0.12
H -0.7440 -1.5658 -1.6836 -0.16
H -2.1638 0.7736 -3.9257 -0.17
H -3.1059 -0.0039 -6.0794 0.47
H -2.2633 -2.1466 -7.1123 0.46
H -0.5740 -3.5031 -5.8934 0.51
H 0.0963 -2.8762 -3.5076 0.68
O -0.3272 -0.0510 0.8625 1.22
P -0.8751 -0.2394 2.3184 1.04
C -2.3833 -1.2045 2.3115 0.95
C -3.2236 -1.1749 1.1890 -0.15
C -4.4594 -1.8359 1.2227 -0.88
C -4.8839 -2.5011 2.3757 -0.68
C -4.0467 -2.5474 3.4999 -0.73
C -2.7954 -1.9200 3.4587 -0.69
C 0.3129 -1.1033 3.3344 0.68
C 0.1235 -1.1533 4.7313 -0.80
C 1.0154 -1.8668 5.5365 -1.02
C 2.1449 -2.4590 4.9737 -0.78
C 2.3512 -2.3934 3.5884 -1.12
C 1.4013 -1.7880 2.7592 -0.42
C -1.2052 1.3414 3.0910 1.12
C -2.3633 2.0418 2.7163 -1.20
C -2.7001 3.2373 3.3587 -0.53
C -1.8768 3.7611 4.3633 -0.74
C -0.7227 3.0703 4.7414 -0.87
C -0.3979 1.8612 4.1218 -0.24
H -2.9131 -0.6351 0.2933 0.26
H -5.1031 -1.8085 0.3369 0.45
H -5.8671 -2.9861 2.4036 0.44
H -4.3677 -3.0592 4.4041 0.49
H -2.1428 -1.9941 4.3262 0.37
H -0.7131 -0.6463 5.2069 0.59
H 0.8302 -1.9342 6.6085 0.49
H 2.8715 -2.9722 5.6029 0.46
H 3.2550 -2.8124 3.1444 0.50
H 1.4904 -1.8558 1.6689 0.88
H -3.0182 1.6432 1.9391 0.47
H -3.6052 3.7748 3.0661 0.50
H -2.1317 4.7047 4.8552 0.46
H -0.0624 3.4685 5.5170 0.48
H 0.4976 1.3311 4.4460 0.46
```


| no. | gap between HOMO and LUMO (eV) |
| --- | --- |
| 1 | 3.250 |
| 2 | 5.444 |